(1)
Computed, not measured: a molecular structure, C21H12Br2Cl8GeHgN2O3, with ωB97M-V/def2-TZVPD.

Cartesian coordinates (Å):
Hg -0.26982 0.19751 0.91449
O -5.10220 -1.75165 0.70089
C -4.40246 -2.51047 -0.16491
C -4.72574 -3.86105 -0.26416
C -4.03681 -4.67453 -1.14751
C -3.01629 -4.16279 -1.94545
C -2.68965 -2.82080 -1.84613
C -3.37862 -1.99116 -0.96680
C -3.02808 -0.59077 -0.81437
O -2.13852 0.10889 -1.53671
N -3.49082 0.31819 -0.03510
N -2.63738 1.24969 -0.70552
C -1.53297 1.74977 0.13984
C -2.07844 2.52366 1.31472
C -3.29387 3.19838 1.25455
C -3.78702 3.93094 2.32976
C -3.02809 3.99312 3.49535
C -1.81690 3.33122 3.58366
C -1.29941 2.57574 2.50653
O -0.16124 1.94916 2.60691
H -4.73051 -0.84568 0.74092
H -5.51396 -4.25071 0.36830
H -4.29126 -5.72678 -1.20588
H -2.47360 -4.80742 -2.62485
H -1.88650 -2.39493 -2.43672
H -0.95199 2.40539 -0.50871
H -3.87434 3.14810 0.33916
H -4.73977 4.44322 2.25570
H -3.38484 4.56988 4.34366
H -1.22067 3.37356 4.48762
Br 1.06208 -2.06029 -2.76491
C 1.82654 -0.30472 -2.45710
Br 0.74648 1.12197 -3.16088
H 2.78264 -0.27434 -2.95926
H 1.92858 -0.14410 -1.38874
Cl -2.32251 -0.98225 3.07630
C -0.91963 -1.99548 2.89172
C 0.04900 -1.65725 1.94891
C 1.14710 -2.50628 1.87869
Cl 2.37803 -2.22533 0.68430
C 1.29527 -3.62372 2.70148
Cl 2.68324 -4.65326 2.57215
C 0.30705 -3.92448 3.63115
Cl 0.46500 -5.31464 4.65423
C -0.81370 -3.10842 3.72585
Cl -2.05207 -3.48849 4.87512
Cl 4.34867 3.91926 2.06593
Ge 2.08466 2.95820 2.33521
Cl 1.05867 4.45554 0.95482
Cl 2.35546 1.26908 0.56128

Values from the calculation:
Energy (eV): -332053.0370
Kohn-Sham gap (eV): 5.71
E_LUMO (Ha): 0.139
Energy above the lowest of the compared OMol25 structures with the same formula, charge and spin (kcal per mole): 79.1
Charge: -2

Atom charges from the Mulliken analysis, given in e for atoms 1 to 8: number 1, Hg, carries 1.07; number 2, O, carries -0.71; number 3, C, carries 0.23; number 4, C, carries -0.64; number 5, C, carries -0.32; number 6, C, carries -0.75; number 7, C, carries -0.38; number 8, C, carries 0.18

(2)
Computed, not measured: 10 unconnected molecules or ions with the total composition C21H12Cl36N2 in a non-equilibrium geometry, with ωB97M-V/def2-TZVPD.

Cartesian coordinates (Å):
C 2.61061 0.88691 0.13883
C 2.23705 2.30653 -0.28798
C 3.04776 3.36479 0.06074
C 2.74882 4.66849 -0.30859
C 1.56620 4.85165 -1.08952
C 0.74985 3.77837 -1.42203
C -0.53990 3.94777 -2.21152
C -1.75733 4.35231 -1.32276
C -1.34984 5.24557 -0.17953
N -0.95190 5.89369 0.69890
C -2.54015 3.11027 -0.71689
C -2.94064 3.45196 0.69208
N -3.28901 3.54238 1.79337
C 1.09091 2.48486 -1.03552
H 1.74045 0.45140 0.65327
H 3.43585 0.89126 0.85995
H 2.83850 0.25655 -0.73035
H 3.96035 3.20502 0.63581
H 3.33600 5.53844 -0.05061
H 1.22304 5.81594 -1.45477
H -0.45111 4.65254 -3.05038
H -0.78795 2.97711 -2.67338
H -2.44551 4.96983 -1.91884
H -1.91050 2.21709 -0.65897
H -3.45586 2.99048 -1.31982
H 0.47598 1.62769 -1.31739
Cl -4.54729 1.98722 -6.33932
C -4.82917 1.76887 -4.60782
Cl -3.43917 2.40618 -3.70415
Cl -6.28487 2.64991 -4.12948
Cl -5.04626 0.05141 -4.25823
Cl 0.98592 -2.05275 2.26978
C 1.26320 -3.34867 1.09713
Cl 2.91832 -3.95018 1.26034
Cl 0.11924 -4.66063 1.38716
Cl 1.02167 -2.72332 -0.54103
Cl -1.40811 -7.52556 1.40131
C -2.64694 -7.42309 2.65912
Cl -1.91024 -7.68665 4.24514
Cl -3.38501 -5.81515 2.61939
Cl -3.87746 -8.65596 2.36796
Cl 6.33852 0.90697 2.40592
C 5.10812 0.97712 3.67683
Cl 5.86940 0.74931 5.25878
Cl 4.30379 2.55089 3.62952
Cl 3.91617 -0.30124 3.40982
Cl -2.22008 -11.08760 0.37668
C -2.06796 -10.42825 -1.25694
Cl -3.47778 -9.42118 -1.61926
Cl -0.60180 -9.44487 -1.36817
Cl -1.97549 -11.75536 -2.42157
Cl 9.73442 2.37369 1.82116
C 9.58139 3.42011 3.24132
Cl 11.02803 3.26266 4.24671
Cl 9.40717 5.10082 2.71771
Cl 8.15909 2.94115 4.17388
Cl -4.64104 -1.06146 -0.51918
C -4.23252 -2.52853 -1.41928
Cl -5.56165 -2.94328 -2.51053
Cl -2.76159 -2.25048 -2.36295
Cl -3.96512 -3.85870 -0.28673
Cl -6.80224 -8.68572 0.25557
C -8.04719 -8.58387 1.50915
Cl -7.31033 -8.84985 3.09571
Cl -8.79533 -6.98216 1.46826
Cl -9.27905 -9.81862 1.21687
Cl 4.93532 8.67517 -0.06901
C 4.14320 8.64442 -1.65099
Cl 3.04921 7.25538 -1.73033
Cl 3.22293 10.13787 -1.87933
Cl 5.36691 8.50508 -2.92100

Values from the calculation:
Energy (eV): -475755.2151
Kohn-Sham gap (eV): 9.08
E_LUMO (Ha): -0.003
Charge: 0

Atom charges from the Mulliken analysis, given in e for atoms 1 to 8: number 1, C, carries -0.80; number 2, C, carries 0.58; number 3, C, carries -0.87; number 4, C, carries -0.47; number 5, C, carries -0.45; number 6, C, carries 0.22; number 7, C, carries -1.31; number 8, C, carries 0.83

(3)
Computed, not measured: a molecular structure, C21H12CrI2N4O10 in a non-equilibrium geometry, with ωB97M-V/def2-TZVPD.

Cartesian coordinates (Å):
Cr 1.05977 -0.07731 0.16257
O -1.72421 4.60359 0.00120
C -2.02604 3.99149 -1.15714
C -2.94287 4.61690 -2.00259
C -3.27909 4.04489 -3.21373
C -2.71273 2.83670 -3.61152
C -1.81482 2.20700 -2.77183
C -1.46225 2.76381 -1.54231
C -0.51205 2.03657 -0.67845
O -0.15009 0.85049 -1.02450
N -0.06640 2.61923 0.40197
N 0.78446 1.75261 1.07348
C 1.14901 2.11692 2.24233
C 2.03203 1.34621 3.08662
C 2.37098 1.84629 4.34893
C 3.20595 1.15072 5.19566
C 3.72104 -0.07682 4.77388
C 3.40880 -0.58793 3.53305
C 2.55655 0.11105 2.66606
O 2.29584 -0.39912 1.48067
H -1.03818 4.05293 0.45337
H -3.37333 5.55644 -1.68179
H -3.98971 4.54747 -3.85880
H -2.97200 2.39404 -4.56366
H -1.36121 1.26387 -3.04616
H 0.76715 3.06303 2.62130
H 1.95800 2.80176 4.65318
H 3.45466 1.54558 6.17137
H 4.37411 -0.63938 5.43004
H 3.80073 -1.53866 3.19727
O -0.59639 -2.59068 2.52345
C -0.48618 -2.05604 1.43875
O -0.36044 -0.77540 1.24110
C -0.61223 -2.87678 0.17001
C -1.50399 -3.91941 0.14872
C -1.72997 -4.61133 -1.03850
C -1.09425 -4.26031 -2.20628
C -0.19103 -3.21290 -2.18635
C 0.11962 -2.51220 -0.99459
O 1.06958 -1.63368 -0.93884
N 0.41756 -2.85654 -3.47324
O 0.27664 -3.64579 -4.39575
O 1.00771 -1.80193 -3.57581
N -2.67898 -5.72049 -1.05890
O -3.22036 -6.02565 -0.01225
O -2.88047 -6.28563 -2.11983
H -2.02269 -4.19306 1.05618
H -1.29313 -4.78473 -3.12689
I 3.15233 0.60361 -1.76604
I 5.11258 2.35861 -2.02540

Values from the calculation:
Energy (eV): -93029.7653
Spin multiplicity: 2
Kohn-Sham gap (alpha / beta) (eV): 6.01 / 5.93
⟨S²⟩: 0.761
E_LUMO (alpha / beta) (Ha): 0.010 / 0.010
Charge: -1

Atom charges from the Mulliken analysis, given in e for atoms 1 to 8: number 1, Cr, carries -0.32; number 2, O, carries -0.67; number 3, C, carries 0.38; number 4, C, carries -0.69; number 5, C, carries -0.31; number 6, C, carries -0.81; number 7, C, carries -0.59; number 8, C, carries 0.04

(4)
Computed, not measured: a molecular structure, C21H12F6I2N7O4S2W in a non-equilibrium geometry, with ωB97M-V/def2-TZVPD.

Cartesian coordinates (Å):
W 0.09181 -0.38082 -0.20190
I -1.32505 2.44328 -0.68246
C -2.49298 2.61537 0.95214
I 0.16758 0.39020 2.38897
H -3.55673 2.67976 0.79765
H -1.99416 2.75484 1.89629
N -6.67839 -2.77635 -7.66010
C -5.93019 -2.48778 -6.83864
C -4.98734 -2.12427 -5.80483
C -4.30519 -0.91368 -5.88595
C -3.39697 -0.57027 -4.90041
C -3.18287 -1.42252 -3.81914
C -3.87483 -2.62975 -3.73961
C -4.76847 -2.98585 -4.73489
C -2.22168 -1.04871 -2.74946
C -0.87631 -0.87380 -3.10336
C -0.30769 -1.11549 -4.35195
C 1.05323 -0.80626 -4.27728
C 1.28820 -0.41530 -2.98168
N 0.15161 -0.46140 -2.22737
C -2.71414 -0.90084 -1.46576
C -4.07075 -0.95528 -1.06128
C -4.11303 -0.74433 0.30047
C -2.79001 -0.55119 0.70868
N -1.94286 -0.61953 -0.33159
H -4.49160 -0.24761 -6.71705
H -2.87363 0.37591 -4.95598
H -3.69875 -3.30170 -2.90914
H -5.29851 -3.92705 -4.68486
H -0.83745 -1.48975 -5.21311
H 1.78881 -0.87582 -5.06116
H 2.23314 -0.11181 -2.56379
H -4.90861 -1.12294 -1.71812
H -4.98152 -0.72930 0.93797
H -2.41688 -0.36831 1.70193
F 3.61171 3.84902 -1.61479
C 3.01805 2.71854 -1.92819
F 3.74390 2.03853 -2.79669
F 1.82458 2.96535 -2.45927
S 2.79843 1.72888 -0.34572
O 1.41048 1.20687 -0.51363
O 2.98154 2.63115 0.73141
N 3.84430 0.59797 -0.50399
S 3.55445 -0.92427 -0.25102
O 4.14931 -1.76190 -1.22839
O 2.13852 -1.15594 0.06953
C 4.37156 -1.25686 1.36380
F 3.88932 -0.42902 2.27658
F 5.66990 -1.07175 1.22070
F 4.11620 -2.50957 1.70734
N -1.86309 -6.35021 1.49826
C -1.15134 -5.47042 1.28697
N -0.29447 -4.49173 1.05808
C -0.22121 -3.38199 0.59789
N -0.04719 -2.26879 0.18212

Values from the calculation:
Energy (eV): -96584.4064
Spin multiplicity: 3
Kohn-Sham gap (alpha / beta) (eV): 5.79 / 6.28
⟨S²⟩: 2.029
E_LUMO (alpha / beta) (Ha): -0.222 / -0.212
Energy above the lowest of the compared OMol25 structures with the same formula, charge and spin (kcal per mole): 0.0
Charge: +1

Atom charges from the Mulliken analysis, given in e for atoms 1 to 8: number 1, W, carries 0.19; number 2, I, carries 0.48; number 3, C, carries -0.85; number 4, I, carries -0.21; number 5, H, carries 0.40; number 6, H, carries 0.44; number 7, N, carries -0.45; number 8, C, carries -0.18

(5)
Computed, not measured: a molecular structure, C21H12N4O9RuS, with ωB97M-V/def2-TZVPD.

Cartesian coordinates (Å):
Ru -0.62827 -0.34460 -0.67316
O -2.51155 3.56278 3.48391
C -2.02529 2.67358 2.58107
C -1.86746 1.32178 2.90176
C -1.36344 0.48963 1.93001
N -1.01101 0.98580 0.75142
C -1.22352 2.24333 0.39102
C -1.72675 3.14409 1.30625
C -0.95246 2.49679 -1.09187
O -1.03157 3.63580 -1.51836
O -0.67226 1.43024 -1.76291
C -1.28651 -1.04162 2.03090
O -1.38266 -1.56500 3.12468
O -1.10205 -1.65318 0.90036
H -2.70564 3.10350 4.30764
H -2.15563 0.90748 3.85993
H -1.90003 4.17076 1.01807
O -4.33559 -1.64315 -1.36755
C -3.15833 -1.35934 -1.42891
O -2.60193 -0.31925 -0.87257
C -2.19027 -2.16685 -2.26864
C -2.54453 -3.13511 -3.18648
C -1.54376 -3.67325 -3.98772
C -0.23877 -3.21676 -3.87142
C 0.04318 -2.24873 -2.92140
N -0.91972 -1.78500 -2.13695
C 1.39025 -1.56277 -2.71813
O 2.34757 -1.96203 -3.37469
O 1.32880 -0.61177 -1.87943
H -3.58385 -3.42160 -3.26229
H -1.78971 -4.42788 -4.72461
H 0.57005 -3.56839 -4.49622
N 1.38373 -2.67382 1.55822
C 1.88578 -1.41796 1.49965
N 1.46247 -0.48218 0.70557
C 2.26490 0.65000 0.80964
C 2.16183 1.77936 0.00248
C 3.01861 2.84110 0.22962
C 3.99019 2.78570 1.23106
C 4.13501 1.64838 2.00776
C 3.27060 0.58760 1.77886
S 3.24134 -0.98159 2.53066
H 0.40565 -2.71940 1.27057
H 1.60334 -3.20166 2.38549
H 1.45211 1.78819 -0.81405
H 2.94038 3.72271 -0.39346
H 4.65007 3.62902 1.38980
H 4.90667 1.58529 2.76440

Values from the calculation:
Energy (eV): -59783.5460
Spin multiplicity: 2
Kohn-Sham gap (alpha / beta) (eV): 7.72 / 8.04
⟨S²⟩: 0.755
E_LUMO (alpha / beta) (Ha): 0.085 / 0.084
Energy above the lowest of the compared OMol25 structures with the same formula, charge and spin (kcal per mole): 4.2
Charge: -1

Atom charges from the Mulliken analysis, given in e for atoms 1 to 8: number 1, Ru, carries 0.90; number 2, O, carries -0.55; number 3, C, carries 1.03; number 4, C, carries -0.63; number 5, C, carries -0.22; number 6, N, carries 0.72; number 7, C, carries 0.20; number 8, C, carries -0.93

(6)
Computed, not measured: a molecular structure, C21H13Cl5N2NiO5S in a non-equilibrium geometry, with ωB97M-V/def2-TZVPD.

Cartesian coordinates (Å):
Ni 0.07644 -0.55807 0.23747
O -1.79464 -1.29504 0.28090
C -2.75998 -0.52428 0.63885
C -3.84187 -1.03531 1.40857
C -4.89518 -0.24776 1.81772
C -4.96934 1.10107 1.46077
C -3.95805 1.61506 0.67013
C -2.86875 0.84596 0.26402
C -1.92471 1.38346 -0.68464
N -0.80040 0.83303 -0.90201
N -0.07145 1.28221 -1.98355
C 0.77469 0.33428 -2.37444
O 0.91564 -0.78537 -1.85816
C 1.64013 0.69548 -3.55440
C 1.35895 1.78203 -4.37953
C 2.17886 2.07413 -5.46039
C 3.29425 1.28838 -5.72600
C 3.58072 0.20718 -4.90206
C 2.75531 -0.08991 -3.82582
H -3.80172 -2.08272 1.68234
H -5.67974 -0.68739 2.42613
H -5.79818 1.72060 1.78064
H -4.00155 2.64987 0.34110
H -2.21697 2.23134 -1.30384
H 0.49200 2.38717 -4.14872
H 1.94957 2.92028 -6.09935
H 3.93739 1.51963 -6.56803
H 4.45377 -0.40567 -5.09650
H 2.95376 -0.92516 -3.16781
Cl -0.03580 2.33820 1.73679
C 1.53943 1.63501 1.54155
C 1.68093 0.47004 0.78756
C 2.98026 -0.02673 0.71143
Cl 3.29858 -1.46794 -0.20157
C 4.07247 0.58285 1.33029
Cl 5.66947 -0.07662 1.19776
C 3.88227 1.74586 2.06545
Cl 5.22378 2.52828 2.83636
C 2.60231 2.27895 2.17214
Cl 2.36484 3.73202 3.08636
C -1.15435 -3.12308 2.83923
S 0.24537 -2.04126 2.61823
O -0.28312 -0.68577 2.66552
O 1.18169 -2.37167 3.67974
O 0.73233 -2.32594 1.24128
H -1.60535 -2.90637 3.80561
H -0.80165 -4.15298 2.80388
H -1.83664 -2.90945 2.02084

Values from the calculation:
Energy (eV): -149698.1228
Kohn-Sham gap (alpha / beta) (eV): 6.07 / 6.07
E_LUMO (alpha / beta) (Ha): 0.162 / 0.162
Energy above the lowest of the compared OMol25 structures with the same formula, charge and spin (kcal per mole): 0.0
Charge: -2

Atom charges from the Mulliken analysis, given in e for atoms 1 to 8: number 1, Ni, carries 0.16; number 2, O, carries -0.98; number 3, C, carries 0.96; number 4, C, carries -0.59; number 5, C, carries -0.50; number 6, C, carries -0.63; number 7, C, carries -0.72; number 8, C, carries 0.67

Please write out number 1 again, unchanged.
Computed, not measured: a molecular structure, C21H12Br2Cl8GeHgN2O3, with ωB97M-V/def2-TZVPD.

Cartesian coordinates (Å):
Hg -0.26982 0.19751 0.91449
O -5.10220 -1.75165 0.70089
C -4.40246 -2.51047 -0.16491
C -4.72574 -3.86105 -0.26416
C -4.03681 -4.67453 -1.14751
C -3.01629 -4.16279 -1.94545
C -2.68965 -2.82080 -1.84613
C -3.37862 -1.99116 -0.96680
C -3.02808 -0.59077 -0.81437
O -2.13852 0.10889 -1.53671
N -3.49082 0.31819 -0.03510
N -2.63738 1.24969 -0.70552
C -1.53297 1.74977 0.13984
C -2.07844 2.52366 1.31472
C -3.29387 3.19838 1.25455
C -3.78702 3.93094 2.32976
C -3.02809 3.99312 3.49535
C -1.81690 3.33122 3.58366
C -1.29941 2.57574 2.50653
O -0.16124 1.94916 2.60691
H -4.73051 -0.84568 0.74092
H -5.51396 -4.25071 0.36830
H -4.29126 -5.72678 -1.20588
H -2.47360 -4.80742 -2.62485
H -1.88650 -2.39493 -2.43672
H -0.95199 2.40539 -0.50871
H -3.87434 3.14810 0.33916
H -4.73977 4.44322 2.25570
H -3.38484 4.56988 4.34366
H -1.22067 3.37356 4.48762
Br 1.06208 -2.06029 -2.76491
C 1.82654 -0.30472 -2.45710
Br 0.74648 1.12197 -3.16088
H 2.78264 -0.27434 -2.95926
H 1.92858 -0.14410 -1.38874
Cl -2.32251 -0.98225 3.07630
C -0.91963 -1.99548 2.89172
C 0.04900 -1.65725 1.94891
C 1.14710 -2.50628 1.87869
Cl 2.37803 -2.22533 0.68430
C 1.29527 -3.62372 2.70148
Cl 2.68324 -4.65326 2.57215
C 0.30705 -3.92448 3.63115
Cl 0.46500 -5.31464 4.65423
C -0.81370 -3.10842 3.72585
Cl -2.05207 -3.48849 4.87512
Cl 4.34867 3.91926 2.06593
Ge 2.08466 2.95820 2.33521
Cl 1.05867 4.45554 0.95482
Cl 2.35546 1.26908 0.56128

Values from the calculation:
Energy (eV): -332053.0370
Kohn-Sham gap (eV): 5.71
E_LUMO (Ha): 0.139
Energy above the lowest of the compared OMol25 structures with the same formula, charge and spin (kcal per mole): 79.1
Charge: -2

Atom charges from the Mulliken analysis, given in e for atoms 1 to 8: number 1, Hg, carries 1.07; number 2, O, carries -0.71; number 3, C, carries 0.23; number 4, C, carries -0.64; number 5, C, carries -0.32; number 6, C, carries -0.75; number 7, C, carries -0.38; number 8, C, carries 0.18

Among the records above, which one has the highest energy? C21H12N4O9RuS